Computed, not measured: C18H12B3Br6O26V as an isolated structure at a distorted geometry, with wB97M-V/def2-TZVPD.

Element x y z (Å)
O 1.1142 2.5076 -0.4127
V 1.5233 1.5907 -1.6177
O 3.0007 1.9019 -2.0061
O 0.7757 -0.0341 -6.4016
C 0.8276 -0.8202 -5.5778
O 0.7062 -2.1073 -5.6935
B 0.8712 -2.7639 -4.3735
O 1.0884 -1.6340 -3.4094
C 1.1038 -0.5107 -4.0955
O 1.3805 0.6028 -3.6859
O 2.0486 -3.6624 -4.3680
C 1.6917 -4.8532 -3.8408
O 2.4107 -5.7120 -3.5017
C 0.1439 -4.8128 -3.6096
O -0.2825 -3.6103 -4.0801
O -0.5012 -5.6693 -3.0984
O -1.4507 -4.8910 0.8608
C -1.8411 -3.8257 0.7056
O -1.5985 -3.0121 -0.3478
B -2.2716 -1.7537 -0.1392
O -3.0335 -1.8574 1.0877
C -2.7890 -3.0877 1.6299
O -3.2492 -3.5147 2.6068
O -3.1866 -1.4307 -1.2897
C -2.5688 -0.6264 -2.1253
O -2.8880 -0.3020 -3.2102
C -1.3225 -0.0908 -1.3769
O -1.3117 -0.5712 -0.1851
O -0.6191 0.7980 -1.7968
O -1.0344 -2.4645 5.0230
C -0.1180 -2.2835 4.3208
O -0.1257 -1.9368 3.0364
B 1.2271 -1.8668 2.5040
O 2.0842 -1.9245 3.6969
C 1.3632 -2.2882 4.7597
O 1.7849 -2.5523 5.8341
O 1.4624 -2.9767 1.5582
C 1.6506 -2.4978 0.3321
O 1.7115 -3.0860 -0.6682
C 1.6520 -0.9647 0.4503
O 1.4691 -0.6356 1.6990
O 1.7424 -0.2088 -0.5035
Br -1.1471 4.6010 2.0465
C -1.5055 2.6896 1.9759
C -1.5008 2.1889 3.3734
Br -2.3301 0.4608 3.4893
H -0.7497 2.2087 1.3657
H -2.4783 2.5143 1.5294
H -2.0766 2.8977 3.9707
H -0.5247 2.1796 3.8451
Br 1.1562 4.2550 5.3043
C 2.1976 3.5557 3.8501
C 3.6713 3.9875 3.9259
Br 4.6324 3.0150 5.3315
H 1.7644 3.9668 2.9482
H 2.1405 2.4718 3.8321
H 3.7567 5.0320 4.2011
H 4.1778 3.7499 2.9995
Br -4.2552 3.8629 -2.6552
C -2.4655 3.1222 -2.6598
C -1.5293 4.2684 -2.9550
Br 0.2510 3.5742 -3.3861
H -2.4143 2.3020 -3.3622
H -2.2255 2.7558 -1.6656
H -1.4228 4.9613 -2.1362
H -1.7645 4.8185 -3.8591

Forces on atoms 1 to 6 (eV/Å):
0.17 0.62 0.20
-1.24 -1.92 0.33
0.55 0.53 0.18
-0.32 4.32 -4.49
0.38 -2.91 3.92
-0.07 -1.10 0.31

Output
Charge: -2
Energy above the lowest of the compared OMol25 structures with the same formula, charge and spin: 9.7 kJ/mol
2S+1: 1
HOMO-LUMO gap: 0.30691 Ha

=====

Computed, not measured: C18H12BBr4F4N4O2Pb as an isolated structure at a distorted geometry, with wB97M-V/def2-TZVPD.

Element x y z (Å)
Pb -0.6923 -1.4504 -0.0453
N 1.4824 -0.6150 -2.6854
C 1.2529 0.6438 -3.1036
C 1.8837 1.1277 -4.2444
C 1.6118 2.3927 -4.7514
C 0.7449 3.2364 -4.1078
C 0.0843 2.8001 -2.9460
C -0.8479 3.6208 -2.2786
C -1.5342 3.1337 -1.2036
C -1.2808 1.8148 -0.7940
N -0.4008 1.0272 -1.3682
C 0.2984 1.4847 -2.4357
H 1.2087 -0.8943 -1.7636
H 2.1662 -1.2018 -3.1355
H 2.5970 0.4919 -4.7506
H 2.0961 2.7041 -5.6655
H 0.5474 4.2284 -4.4868
H -1.0114 4.6238 -2.6486
H -2.2643 3.7307 -0.6774
H -1.8257 1.4017 0.0407
Br -4.0970 -3.2403 6.1010
C -3.5216 -2.3181 4.5535
C -4.0515 -1.0765 4.2531
Br -5.3370 -0.2776 5.3896
C -3.6270 -0.4217 3.1020
Br -4.3340 1.2657 2.6200
C -2.6704 -0.9568 2.2536
O -2.2839 -0.3266 1.1718
C -2.1098 -2.2321 2.5728
O -1.2089 -2.7504 1.7943
C -2.5716 -2.8863 3.7115
Br -1.8730 -4.6111 4.0777
N 2.2262 -0.6623 1.4076
C 2.9261 0.1490 2.2053
C 2.0617 1.1250 2.6593
C 0.8388 0.8175 2.0624
N 0.9629 -0.2631 1.3080
H 2.5427 -1.4675 0.8762
H 3.9646 -0.0179 2.4050
H 2.2788 1.9418 3.3163
H -0.1052 1.3150 2.1477
F 1.9634 -4.6000 -1.2821
B 2.7884 -3.5211 -1.4010
F 4.0303 -3.7355 -0.8602
F 2.8882 -3.1171 -2.7208
F 2.2023 -2.4329 -0.6731

Forces on atoms 1 to 6 (eV/Å):
-0.81 -0.61 0.93
-0.21 -0.07 0.17
0.01 0.15 -0.39
-0.08 -0.23 0.23
-0.15 0.32 0.10
0.18 0.08 -0.27

Output
Charge: -1
Energy above the lowest of the compared OMol25 structures with the same formula, charge and spin: 49.3 kJ/mol
2S+1: 1
HOMO-LUMO gap: 0.25385 Ha

=====

Computed, not measured: C18H12Cl3F6GeMnN5Sb as an isolated structure at a distorted geometry, with wB97M-V/def2-TZVPD.

Element x y z (Å)
Mn -0.1266 0.2332 -0.1007
C 3.8851 0.9953 -1.3888
C 4.2806 1.9722 -0.4762
C 3.5918 2.0722 0.7102
C 2.4698 1.2572 0.9439
N 2.0132 0.4028 -0.0102
C 2.7617 0.2427 -1.1099
N 1.9468 1.2896 2.1860
C 0.8576 0.7282 2.5722
N -0.1267 0.1774 1.7673
C -1.1422 -0.2858 2.5894
N -2.2410 -0.8244 2.2038
C -2.5572 -1.2021 0.9476
C -3.8887 -1.5996 0.7328
C -4.2539 -2.1352 -0.4797
C -3.2655 -2.3318 -1.4398
C -1.9831 -1.8937 -1.1771
N -1.6279 -1.2801 -0.0420
C -0.7803 -0.0522 3.9808
C -1.4195 -0.3612 5.1653
C -0.7668 -0.0311 6.3480
C 0.4810 0.5814 6.3394
C 1.1243 0.9013 5.1470
C 0.4747 0.5792 3.9698
H 4.4294 0.8250 -2.3037
H 5.1174 2.6211 -0.6900
H 3.8700 2.7620 1.4898
H 2.4458 -0.5294 -1.8025
H -4.5895 -1.4541 1.5380
H -5.2766 -2.4116 -0.6787
H -3.4848 -2.8107 -2.3779
H -1.2005 -2.0518 -1.9104
H -2.3830 -0.8418 5.1665
H -1.2366 -0.2686 7.2893
H 0.9631 0.8141 7.2770
H 2.0914 1.3787 5.1359
Cl 0.3428 2.8020 -4.5058
Ge -1.3038 1.9464 -3.3620
Cl -2.4720 0.5955 -4.6337
Cl -0.0147 0.3355 -2.2661
F -0.1946 2.4976 0.1073
Sb -2.1232 3.2050 0.2166
F -2.2670 1.4186 -0.7274
F -1.7107 4.0372 -1.4687
F -3.9649 3.4107 -0.0980
F -1.4138 4.6105 1.2438
F -2.3716 2.1517 1.7873

Forces on atoms 1 to 6 (eV/Å):
-0.01 -0.23 2.01
-0.36 -0.35 0.08
-0.28 -0.02 0.22
-0.08 -0.10 -0.25
0.29 -0.12 -0.52
-0.68 0.46 0.49

Output
Charge: +1
Energy above the lowest of the compared OMol25 structures with the same formula, charge and spin: 127.2 kJ/mol
2S+1: 6
<S²>: 8.838
HOMO-LUMO gap (spin up / spin down): 0.21298 / 0.18025 Ha

=====

Computed, not measured: C18H12F3I3IrNO3S as an isolated structure, with wB97M-V/def2-TZVPD.

Element x y z (Å)
Ir 0.1592 -0.1903 -1.1139
O 0.9975 1.6122 -1.0402
N 0.1351 2.6592 -0.9077
C 0.7148 3.8466 -0.6128
C -0.0449 4.9722 -0.5228
C -1.4258 4.8725 -0.7431
C -1.9863 3.6565 -1.0330
C -1.1856 2.5072 -1.1170
S -1.8101 0.9441 -1.4680
H 1.7836 3.7993 -0.4698
H 0.4270 5.9128 -0.2838
H -2.0498 5.7531 -0.6797
H -3.0481 3.5458 -1.2008
I 1.7872 -3.4085 -4.1836
C 0.2630 -2.0204 -4.6296
I 0.7344 -0.0265 -4.0430
H -0.6278 -2.2959 -4.0810
H 0.0994 -1.9952 -5.6993
I 2.5378 -1.3734 -0.8264
C 2.3571 -1.0630 1.2212
C 3.4209 -1.3448 2.0437
C 3.2665 -1.2276 3.4286
C 2.0496 -0.8598 3.9438
C 0.9581 -0.5791 3.1009
C -0.3017 -0.2443 3.6632
C -1.3881 0.0003 2.8607
C -1.2523 -0.0354 1.4759
C -0.0309 -0.3250 0.8422
C 1.0991 -0.6515 1.6902
H 4.3682 -1.6660 1.6318
H 4.1007 -1.4462 4.0804
H 1.9073 -0.7873 5.0145
H -0.3905 -0.2035 4.7417
H -2.3524 0.2289 3.2927
H -2.1270 0.1561 0.8766
F -1.2340 -4.7073 -0.9564
C -2.0613 -3.8100 -1.5074
F -3.3050 -4.1162 -1.1798
F -1.9417 -3.8998 -2.8407
C -1.6883 -2.3918 -1.0161
O -0.5954 -1.9646 -1.5954
O -2.3195 -1.8335 -0.1564

Forces on atoms 1 to 6 (eV/Å):
0.17 0.29 0.16
-0.02 0.17 0.04
0.11 -0.03 -0.02
0.01 -0.07 -0.02
-0.04 0.04 0.01
-0.01 0.02 0.00

Output
Charge: +1
Energy above the lowest of the compared OMol25 structures with the same formula, charge and spin: 0.0 kJ/mol
2S+1: 2
<S²>: 0.782
HOMO-LUMO gap (spin up / spin down): 0.28903 / 0.19566 Ha

=====

Computed, not measured: one molecule with the formula C18H12F4N2O4, with wB97M-V/def2-TZVPD.

Element x y z (Å)
O 1.9930 0.2205 3.4069
C 2.0704 -0.0685 2.2377
N 2.5076 0.7545 1.2644
H 2.4538 0.4662 0.2993
C 2.6808 2.1801 1.4923
C 1.5014 2.9272 0.9606
C 0.4065 3.4541 1.5787
C -0.4190 3.9679 0.5486
C 0.2311 3.7066 -0.6162
O 1.3924 3.0760 -0.3800
H -0.0180 3.9074 -1.6390
H -1.3608 4.4627 0.6666
H 0.2175 3.4752 2.6319
H 3.5985 2.5066 0.9959
H 2.7616 2.3283 2.5700
C 1.6572 -1.4346 1.7259
C 2.1464 -2.6092 2.2886
C 1.6755 -3.8524 1.8724
C 0.6947 -3.9255 0.8859
C 0.1689 -2.7713 0.3141
C 0.6732 -1.5528 0.7520
F 0.1814 -0.4249 0.2024
C -0.8158 -2.8238 -0.8378
O -0.5857 -3.4557 -1.8400
N -1.9299 -2.0983 -0.6187
H -2.0026 -1.5250 0.2081
C -2.8568 -1.7815 -1.6934
C -2.6022 -0.3961 -2.1911
C -1.9357 0.0673 -3.2863
C -1.9446 1.4801 -3.1851
C -2.6065 1.7678 -2.0332
O -3.0071 0.6414 -1.4225
H -2.8462 2.6963 -1.5548
H -1.5183 2.1765 -3.8772
H -1.4995 -0.5240 -4.0645
H -2.6846 -2.5031 -2.4932
H -3.8784 -1.8730 -1.3151
F 0.2391 -5.1174 0.5146
F 2.1624 -4.9694 2.4167
F 3.0983 -2.5558 3.2145

Forces on atoms 1 to 6 (eV/Å):
-0.04 0.13 0.40
-0.03 -0.54 -0.43
0.38 0.21 -0.29
-0.06 -0.15 0.17
-0.20 0.08 -0.23
-0.23 0.20 0.95

Output
SMILES string: O=C(NCc1ccco1)c1c(F)c(F)c(F)c(C(=O)NCc2ccco2)c1F
Charge: 0
2S+1: 1
HOMO-LUMO gap: 0.33776 Ha

=====

Computed, not measured: C18H12IrN7O5SSe as an isolated structure, with wB97M-V/def2-TZVPD.

Element x y z (Å)
Ir -0.4395 -0.4071 0.3311
C 3.5328 -1.9676 0.2939
C 2.1275 -1.5513 0.0275
N 1.3933 -0.9590 0.9049
N 1.7883 -0.8931 2.2177
C 0.7575 -1.1541 2.9819
N 0.9499 -1.1730 4.3192
S -0.8469 -1.5367 2.3830
C 1.3646 -1.9984 -1.1477
C 1.9003 -2.6562 -2.2418
C 1.0434 -3.1644 -3.2052
C -0.3253 -3.0209 -3.0491
C -0.8027 -2.3499 -1.9369
N 0.0227 -1.8611 -1.0153
H 3.9927 -1.2686 0.9877
H 4.1090 -1.9940 -0.6288
H 3.5640 -2.9603 0.7489
H 1.8929 -1.1680 4.6675
H 0.2114 -1.5002 4.9137
H 2.9700 -2.7605 -2.3430
H 1.4448 -3.6671 -4.0746
H -1.0212 -3.4052 -3.7800
H -1.8566 -2.1737 -1.7652
O -2.9032 2.2854 -4.6043
C -2.4254 1.7754 -3.6315
C -0.9304 1.6085 -3.3303
O -0.0143 1.8587 -4.0769
C -0.8894 1.0082 -1.9956
C -2.1547 0.6549 -1.5562
O -2.3187 -0.0158 -0.4468
C -3.1952 1.1510 -2.4582
O -4.3957 1.1243 -2.3217
O 0.1615 0.7256 -1.2806
Se 2.3637 3.5258 1.6052
N 1.0154 4.2996 2.4514
C -0.0102 3.4795 2.3368
C -1.3158 3.7184 2.8582
C -2.2586 2.7737 2.6383
C -1.9398 1.5838 1.9183
N -0.7585 1.3211 1.4272
C 0.2398 2.2570 1.6123
N 1.4492 2.0917 1.1366
H -1.5168 4.6324 3.3998
H -3.2722 2.8908 2.9930
H -2.7038 0.8404 1.7356

Forces on atoms 1 to 6 (eV/Å):
0.08 -0.07 0.02
0.00 -0.01 0.02
0.03 -0.02 0.10
-0.16 0.10 -0.10
0.01 0.03 0.09
0.05 -0.02 -0.06

Output
Charge: 0
Energy above the lowest of the compared OMol25 structures with the same formula, charge and spin: 8.3 kJ/mol
2S+1: 1
HOMO-LUMO gap: 0.20940 Ha

=====

Computed, not measured: C18H12N4O2Se2SnTe2 as an isolated structure at a distorted geometry, with wB97M-V/def2-TZVPD.

Element x y z (Å)
Sn -0.9922 0.3695 -0.6731
O -0.0196 -3.5710 1.0637
C -0.3563 -2.4240 0.8216
N -0.0771 -1.6834 -0.2680
C 0.8267 -2.0912 -1.2175
C 1.1536 -3.4164 -1.5085
C 2.1557 -3.6994 -2.4096
C 2.8475 -2.6712 -3.0472
C 2.5198 -1.3553 -2.8011
C 1.5139 -1.0374 -1.8890
N 1.1451 0.2385 -1.5391
C 2.0567 1.2279 -1.4665
O 3.2491 1.1412 -1.7090
C 1.4895 2.5285 -0.9651
C 2.2793 3.6726 -1.0190
C 1.7726 4.8554 -0.5101
C 0.4854 4.8601 0.0121
C -0.2408 3.6812 -0.0005
N 0.2614 2.5459 -0.4584
C -1.1088 -1.6417 1.8666
C -1.4066 -2.2866 3.0619
C -2.0276 -1.5771 4.0710
C -2.3209 -0.2376 3.8506
C -1.9919 0.3274 2.6288
N -1.4064 -0.3611 1.6589
H 0.6347 -4.2167 -1.0060
H 2.4156 -4.7294 -2.6050
H 3.6571 -2.9075 -3.7234
H 3.0395 -0.5598 -3.3073
H 3.2659 3.6043 -1.4561
H 2.3625 5.7613 -0.5282
H 0.0498 5.7569 0.4247
H -1.2705 3.6304 0.3432
H -1.1304 -3.3261 3.1545
H -2.2715 -2.0539 5.0094
H -2.7818 0.3679 4.6150
H -2.2046 1.3662 2.4080
Se -3.8433 2.4277 0.2339
Te -5.5738 0.8091 0.7147
Te -5.1724 -1.6038 -0.4001
Se -2.9851 -1.7218 -1.4326

Forces on atoms 1 to 6 (eV/Å):
1.46 0.02 -0.31
-0.05 -0.30 0.28
0.14 0.48 -0.63
-1.24 0.63 0.80
1.13 0.02 -1.01
-0.30 0.04 0.12

Output
Charge: 0
Energy above the lowest of the compared OMol25 structures with the same formula, charge and spin: 86.3 kJ/mol
2S+1: 1
HOMO-LUMO gap (spin up / spin down): 0.15248 / 0.15498 Ha

=====

Computed, not measured: C18H13Cl3CoN2O10P2 as an isolated structure at a distorted geometry, with wB97M-V/def2-TZVPD.

Element x y z (Å)
Co -0.3750 -0.0045 -0.0961
Cl 3.7219 0.1214 5.8193
C 2.4979 0.0500 4.5658
C 1.1465 -0.0108 4.9300
C 0.1843 -0.0924 3.9570
C 0.5159 -0.1185 2.5749
O -0.3932 -0.2611 1.7128
C 1.9088 -0.0047 2.2316
C 2.3322 0.0367 0.8828
N 1.5480 -0.0131 -0.1471
C 2.0525 0.0254 -1.4421
C 3.3829 0.0093 -1.8347
C 3.7286 0.0569 -3.1884
C 2.7726 0.0980 -4.1719
C 1.4082 0.0878 -3.8214
C 0.3536 0.0871 -4.7564
C -0.9319 0.0314 -4.2996
C -1.1905 -0.0020 -2.9236
N -0.2355 0.0527 -2.0227
C 1.0543 0.0662 -2.4532
C 2.8771 0.0582 3.2523
H 0.8710 0.0120 5.9762
H -0.8644 -0.1345 4.2195
H 3.4043 0.1376 0.7196
H 4.1719 -0.0563 -1.0988
H 4.7764 0.0526 -3.4655
H 3.0517 0.1202 -5.2190
H 0.5805 0.1044 -5.8160
H -1.7647 0.0022 -4.9888
H -2.2001 -0.0902 -2.5603
H 3.9268 0.1056 2.9863
O -4.2296 0.7653 -1.5928
P -3.2408 1.2875 -0.3880
O -4.0913 1.8430 0.6822
O -2.3064 0.1358 -0.1119
O -2.4405 2.4129 -1.2434
P -1.1072 3.2037 -0.6786
O -0.3670 3.4494 -2.1169
O -1.4636 4.5111 -0.1078
O -0.2873 2.2028 0.0903
H -5.0917 1.1586 -1.4028
H 0.0606 2.6249 -2.3845
Cl -1.3912 -5.0750 0.3202
C -0.2503 -4.6460 -0.9670
Cl 1.4108 -5.0613 -0.4772
C -0.3337 -3.1057 -1.3563
O -0.4813 -2.9313 -2.5737
O -0.2045 -2.3291 -0.3959
H -0.4856 -5.2538 -1.8321

Forces on atoms 1 to 6 (eV/Å):
0.13 -0.11 -0.78
0.08 0.01 0.14
0.38 0.01 -0.19
-0.39 -0.03 -0.33
0.13 -0.01 0.75
0.14 -0.14 -0.82

Output
Charge: -2
Energy above the lowest of the compared OMol25 structures with the same formula, charge and spin: 57.2 kJ/mol
2S+1: 2
<S²>: 0.755
HOMO-LUMO gap (spin up / spin down): 0.23775 / 0.23555 Ha